Record 1
Below is C7H12 in the gas phase, with properties calculated with wB97M-V/def2-TZVPD.

Geometry as XYZ:
```
19
Properties=species:S:1:pos:R:3:forces:R:3
C 1.209275 1.599167 -1.098152 -1.2 -1.0 0.0
C 1.358524 0.571176 0.031339 1.1 1.7 -0.6
C 2.325887 -0.342462 -0.034547 -0.3 0.5 0.4
C 0.405404 0.729379 1.185328 -0.3 -1.6 -1.0
C -0.947507 0.178841 0.660572 2.0 0.2 -0.1
C -1.087746 -1.053303 0.185991 -2.7 -0.3 0.0
C -2.523706 -1.546114 -0.096844 1.0 -0.9 -0.3
H 0.181338 1.983914 -1.009685 0.4 0.3 -0.3
H 1.937391 2.410034 -1.143263 0.0 -0.1 0.5
H 1.274176 1.082605 -2.054780 0.0 0.0 -0.1
H 2.911465 -0.449429 -0.933754 0.2 0.0 -0.1
H 2.612959 -0.899883 0.841506 -0.1 -0.5 0.0
H 0.180029 1.731937 1.530749 0.7 0.2 0.1
H 0.821300 0.058894 1.942276 -0.5 0.4 0.5
H -1.673672 0.974240 0.507097 -0.6 -0.6 0.4
H -0.385607 -1.857056 -0.016270 0.7 0.6 0.7
H -3.035708 -1.855981 0.819719 0.0 0.6 0.0
H -2.482249 -2.498168 -0.650131 0.0 0.4 -0.2
H -3.081554 -0.817791 -0.667151 -0.4 0.1 0.0
```
Positions in Å, forces in eV/Å.

As for the charge: 0. For the relative energy (zero: lowest compared OMol25 entry of this formula, charge and spin), the calculation gives 39.6 kcal per mole. The gap between HOMO and LUMO comes out at 9.96 eV. The calculation puts the molecular weight at 96.2 g/mol.


Record 2
Below is C7H12 in the gas phase, with properties calculated with wB97M-V/def2-TZVPD.

Geometry as XYZ:
```
19
Properties=species:S:1:pos:R:3:forces:R:3
C 1.169593 -0.050874 -1.710083 -0.1 -0.1 0.0
C 0.755191 1.055643 -0.769886 0.0 -0.1 0.0
C -0.604787 1.208809 -0.129694 -0.2 -0.1 0.1
C -1.581529 0.035252 -0.109570 0.1 -0.1 0.0
C -1.116841 -0.922127 1.036379 0.0 -0.1 -0.4
C 0.347464 -0.552874 1.359862 0.5 1.1 -0.3
C 0.587245 0.851059 0.720299 0.0 -0.1 0.3
H 0.739047 0.082154 -2.709830 0.0 0.0 0.2
H 2.262401 -0.054699 -1.817854 -0.2 0.0 0.0
H 0.873804 -1.035599 -1.333694 0.0 0.1 -0.1
H 1.193557 2.018647 -1.046499 0.0 -0.3 0.2
H -1.021759 2.213154 -0.083511 0.1 -0.2 0.0
H -2.601755 0.401343 0.053969 0.2 -0.1 0.0
H -1.579882 -0.490240 -1.073904 0.0 0.1 0.2
H -1.776314 -0.821685 1.914655 0.3 0.0 -0.3
H -1.161716 -1.965967 0.711058 -0.2 0.1 0.1
H 1.081163 -1.292095 0.996849 -0.4 0.2 0.1
H 0.528721 -0.421529 2.433874 -0.1 -0.3 -0.2
H 1.030091 1.619778 1.347439 -0.1 -0.2 0.0
```
Positions in Å, forces in eV/Å.

As for the charge: 0. For the relative energy (zero: lowest compared OMol25 entry of this formula, charge and spin), the calculation gives 13.7 kcal per mole. The gap between HOMO and LUMO comes out at 10.87 eV. The calculation puts the molecular weight at 96.2 g/mol.


Record 3
Below is C7H12 in the gas phase, with properties calculated with wB97M-V/def2-TZVPD.

Geometry as XYZ:
```
19
Properties=species:S:1:pos:R:3:forces:R:3
C -2.258858 1.176276 -0.124221 0.9 -0.8 -0.1
C -1.232817 0.771142 0.939333 0.1 -0.3 1.9
C -0.063470 -0.015147 0.459315 0.3 -2.6 -0.7
C 0.052137 -1.282091 -0.089047 -2.4 -0.1 -1.4
C 0.756801 -1.603437 -1.395862 2.0 0.1 1.3
C 2.285640 0.755404 0.250171 -2.2 -1.1 1.7
C 1.333203 0.012139 0.927547 2.6 4.0 -1.3
H -1.732408 1.399226 -1.059284 -0.3 0.3 0.1
H -2.785465 2.035908 0.275034 -0.4 0.0 -0.3
H -2.904924 0.316560 -0.317237 -0.2 0.3 0.0
H -1.793702 0.261140 1.759303 0.3 0.2 -0.3
H -0.802600 1.682130 1.383752 -0.2 -0.2 0.0
H -0.476008 -2.183240 0.249308 -1.2 0.5 -0.3
H 0.102996 -2.023803 -2.163523 -0.2 -0.3 0.6
H 1.574674 -2.273635 -1.095465 -0.1 -0.5 -0.8
H 1.247443 -0.756834 -1.874482 -0.1 0.3 0.3
H 3.244606 1.016444 0.655559 0.6 -0.6 -0.2
H 1.900679 1.231537 -0.639181 0.4 0.3 -0.1
H 1.552074 -0.519716 1.858980 0.0 0.4 -0.1
```
Positions in Å, forces in eV/Å.

As for the charge: 0. For the relative energy (zero: lowest compared OMol25 entry of this formula, charge and spin), the calculation gives 97.6 kcal per mole. The gap between HOMO and LUMO comes out at 7.35 eV. The calculation puts the molecular weight at 96.2 g/mol.


Record 4
Below is C7H12 in the gas phase, with properties calculated with wB97M-V/def2-TZVPD.

Geometry as XYZ:
```
19
Properties=species:S:1:pos:R:3:forces:R:3
C -2.503586 0.314274 0.162762 0.0 0.0 0.0
C -1.233660 -0.510028 0.034740 -0.1 -0.1 0.0
C -0.226241 -0.068404 -1.061930 0.0 0.0 -0.1
C 0.868283 -0.023985 0.004781 0.1 0.0 0.0
C 2.235283 -0.621116 -0.102769 0.1 -0.2 0.0
C 2.066074 0.868559 0.051178 0.0 0.2 0.0
C -0.145828 -0.280536 1.119699 0.0 0.0 0.2
H -3.150784 0.192257 -0.713741 0.1 0.0 0.1
H -2.262192 1.380877 0.255589 0.0 -0.2 0.0
H -3.079205 0.024723 1.049800 0.1 0.0 -0.1
H -1.483543 -1.572599 -0.059883 0.0 0.1 0.0
H -0.068378 -0.778263 -1.881164 0.0 0.1 0.1
H -0.464311 0.913862 -1.488442 0.0 -0.1 0.1
H 2.553768 -1.001068 -1.071060 -0.1 0.1 0.1
H 2.617527 -1.182442 0.747174 -0.1 0.1 -0.1
H 2.267614 1.499080 -0.812153 0.0 -0.1 0.1
H 2.328990 1.317833 1.006564 0.0 -0.1 -0.2
H -0.345472 0.601409 1.741175 0.0 -0.1 -0.1
H 0.066111 -1.130711 1.777208 0.0 0.1 -0.1
```
Positions in Å, forces in eV/Å.

As for the charge: 0. For the relative energy (zero: lowest compared OMol25 entry of this formula, charge and spin), the calculation gives 28.7 kcal per mole. The gap between HOMO and LUMO comes out at 10.94 eV. The calculation puts the molecular weight at 96.2 g/mol.


Record 5
Below is C7H12 in the gas phase, with properties calculated with wB97M-V/def2-TZVPD.

Geometry as XYZ:
```
19
Properties=species:S:1:pos:R:3:forces:R:3
C 2.768171 -0.253804 1.257820 0.0 0.0 0.0
C 1.847838 -0.259501 0.040768 0.0 0.0 -0.1
C 0.536720 -1.005900 0.289122 0.0 0.0 0.0
C -0.375549 -1.024986 -0.963765 0.0 0.0 0.0
C -1.490654 -0.075641 -0.845227 -0.3 0.4 0.0
C -2.333012 0.776077 -0.699832 0.5 -0.3 -0.1
C -3.280870 1.880529 -0.534476 0.0 0.0 0.0
H 2.291613 0.246449 2.108973 0.1 -0.1 -0.1
H 3.008582 -1.278544 1.566530 0.0 0.2 0.0
H 3.710945 0.262542 1.045338 -0.2 -0.1 0.0
H 1.625183 0.772172 -0.267003 0.0 -0.2 0.0
H 2.364000 -0.732031 -0.806568 -0.1 0.1 0.1
H -0.000272 -0.536301 1.122702 0.1 -0.1 -0.1
H 0.756639 -2.035010 0.600539 0.0 0.1 -0.1
H 0.224492 -0.748450 -1.844878 -0.2 -0.1 0.2
H -0.750851 -2.038828 -1.157751 0.0 0.3 0.1
H -4.192220 1.548290 -0.023918 0.2 0.1 -0.1
H -3.562709 2.306287 -1.503989 0.0 -0.1 0.1
H -2.816935 2.685435 0.050739 -0.2 -0.2 -0.1
```
Positions in Å, forces in eV/Å.

As for the charge: 0. For the relative energy (zero: lowest compared OMol25 entry of this formula, charge and spin), the calculation gives 31.9 kcal per mole. The gap between HOMO and LUMO comes out at 10.41 eV. The calculation puts the molecular weight at 96.2 g/mol.


Record 6
Below is C7H12 in the gas phase, with properties calculated with wB97M-V/def2-TZVPD.

Geometry as XYZ:
```
19
Properties=species:S:1:pos:R:3:forces:R:3
C 2.347868 0.483872 -0.649939 0.0 0.0 0.0
C 1.158496 -0.474812 -0.723949 -0.1 -0.1 0.0
C 0.236760 -0.331493 0.474333 0.3 -0.1 0.0
C -0.487849 1.029648 0.703601 0.3 0.2 0.1
C -1.733408 0.227856 0.874791 0.3 0.2 0.4
C -2.063782 -0.546881 -0.459291 0.0 1.5 0.3
C -1.130422 -1.089864 0.552220 0.1 -0.2 0.5
H 3.003977 0.365145 -1.518546 -0.1 0.0 0.1
H 2.947928 0.303810 0.250735 -0.1 0.0 -0.1
H 2.016962 1.530009 -0.622637 0.0 -0.2 0.0
H 0.596054 -0.287157 -1.648780 0.1 0.0 0.1
H 1.515636 -1.511396 -0.775038 0.0 0.1 0.0
H 0.785742 -0.565648 1.393640 0.0 0.0 -0.1
H -0.537701 1.705977 -0.160425 0.2 -0.1 0.2
H -0.196632 1.586857 1.593733 0.3 0.0 -0.1
H -2.515124 0.322634 1.631735 0.0 0.4 -0.5
H -3.024009 -0.091109 -0.226459 -1.3 -2.0 -0.9
H -1.631283 -0.174201 -1.381054 -0.1 0.3 0.1
H -1.249167 -2.017670 1.100258 0.0 0.0 -0.1
```
Positions in Å, forces in eV/Å.

As for the charge: 0. For the relative energy (zero: lowest compared OMol25 entry of this formula, charge and spin), the calculation gives 66.9 kcal per mole. The gap between HOMO and LUMO comes out at 10.02 eV. The calculation puts the molecular weight at 96.2 g/mol.


Record 7
Below is a molecular structure, C7H12AgBBr6F4O3, with properties calculated with wB97M-V/def2-TZVPD.

Geometry as XYZ:
```
34
Properties=species:S:1:pos:R:3:forces:R:3
Ag -0.328493 0.284783 -0.149780 -0.1 1.4 0.4
C 0.597015 2.575790 1.042478 0.1 0.4 -0.1
O 0.338043 1.462014 1.701588 0.5 -0.3 0.0
O -0.122461 2.830873 -0.001197 0.1 -0.3 -0.1
O 1.565330 3.340704 1.377592 -0.2 -0.2 0.2
B -3.328990 0.539299 0.267235 0.0 0.3 -0.2
F -3.604517 1.350693 1.352836 -0.2 0.0 -0.2
F -4.505716 -0.025855 -0.286338 -0.2 -0.1 0.1
F -2.649787 1.225561 -0.762904 -0.3 -0.3 0.2
F -2.499812 -0.546748 0.705337 -0.3 -0.3 0.0
Br -4.546233 -4.462169 -1.103181 0.0 0.3 0.0
C -3.439326 -2.839114 -1.235607 0.3 0.3 -0.4
C -2.094998 -3.252643 -1.786573 0.0 0.0 0.3
Br -1.004279 -1.654918 -2.066260 0.0 -0.2 -0.4
H -3.367048 -2.376129 -0.255602 0.0 -0.2 0.1
H -3.903927 -2.108298 -1.892151 -0.4 -0.2 0.0
H -2.125761 -3.707075 -2.770862 -0.3 -0.1 0.0
H -1.605130 -3.933703 -1.093911 0.3 0.2 0.0
Br 2.071773 1.339101 -1.359416 0.7 -0.2 -0.5
C 2.797360 3.120400 -1.292533 -0.2 1.4 0.2
C 2.766661 3.738768 -2.669861 0.2 -1.3 -0.6
Br 3.565884 5.516771 -2.651545 -0.2 0.0 -0.1
H 3.791063 3.107771 -0.852893 0.1 -0.4 -0.2
H 2.189562 3.737089 -0.621770 -0.3 -0.6 0.3
H 1.760628 3.738427 -3.083530 -0.1 0.6 0.3
H 3.339689 3.150508 -3.388806 0.3 0.2 0.1
Br 3.371044 -1.903392 4.555241 -0.2 -0.1 -0.1
C 1.827546 -2.468069 3.447279 0.0 0.3 0.2
C 1.705510 -1.551791 2.252502 1.3 -0.5 0.0
Br 0.126539 -2.047231 1.268854 0.0 -0.3 0.5
H 0.952052 -2.418819 4.086904 0.1 0.0 0.1
H 2.051477 -3.495259 3.182237 -0.1 0.0 -0.1
H 2.530679 -1.772965 1.576471 0.0 0.1 0.0
H 1.778636 -0.494363 2.508175 -0.9 0.2 -0.2
```
Positions in Å, forces in eV/Å.

As for the charge: -2. For the relative energy (zero: lowest compared OMol25 entry of this formula, charge and spin), the calculation gives 0.0 kcal per mole. The gap between HOMO and LUMO comes out at 4.00 eV. The calculation puts the molecular weight at 818.3 g/mol.


Record 8
Below is a molecular structure, C7H12AsN2O9P2ReS4, with properties calculated with wB97M-V/def2-TZVPD.

Geometry as XYZ:
```
38
Properties=species:S:1:pos:R:3:forces:R:3
Re -0.623554 0.074436 -0.883096 0.0 0.4 0.0
C -3.348955 -1.164647 2.006555 0.0 0.0 0.0
C -2.177406 -2.116038 1.798939 0.1 0.0 -0.1
O -2.287395 -3.331080 2.505376 0.0 0.0 0.0
P -0.561961 -1.330404 2.165139 0.0 0.0 0.0
O 0.577852 -2.382718 2.088186 0.0 0.0 0.0
O -0.630334 -0.855690 3.645331 0.0 0.1 0.0
O -0.398425 -0.154510 1.209811 0.1 0.0 0.0
P -1.959324 -2.681467 0.061163 0.0 -0.1 0.2
O -3.309312 -3.255874 -0.461934 0.0 0.1 0.0
O -0.727307 -3.461706 -0.075423 0.0 0.0 0.0
O -1.903664 -1.263713 -0.729384 0.1 0.0 -0.1
H -3.428256 -0.900398 3.062583 0.0 0.0 0.0
H -4.271849 -1.655515 1.699659 0.0 0.0 0.0
H -3.230506 -0.242861 1.437284 0.0 0.0 0.0
H -2.636710 -3.173028 3.393179 0.0 0.0 0.0
H 0.484413 -2.991711 1.317508 0.0 0.0 0.0
H 0.172972 -0.847896 4.185605 0.0 -0.1 0.0
H -3.392936 -4.221522 -0.474283 0.0 0.0 0.0
S -3.256955 3.348970 -3.810202 0.1 0.0 0.0
As -1.607925 2.482655 -2.731699 -0.1 0.0 -0.1
S -0.718040 0.422781 -3.071219 0.0 0.1 0.0
S -1.571458 2.021261 -0.521142 -0.1 0.0 0.0
S -1.314575 4.335104 -3.752840 0.0 -0.1 0.1
C 3.811272 3.532952 -1.191145 0.0 0.0 0.0
N 3.158962 2.223561 -1.018281 -0.1 0.0 0.0
C 3.877173 1.089616 -0.843920 0.0 0.0 0.0
C 3.330859 -0.160185 -0.750800 0.1 0.0 0.0
C 1.936252 -0.194710 -0.796539 -0.1 0.1 0.0
O 1.110421 -1.172824 -0.847485 0.0 -0.1 0.0
N 1.225516 0.962232 -0.828832 0.0 -0.2 0.1
C 1.770573 2.191837 -1.119853 0.0 0.1 0.0
O 1.103883 3.144915 -1.462580 0.0 0.0 0.0
H 4.879431 3.374935 -1.300342 0.0 0.0 0.0
H 3.613860 4.159456 -0.324363 0.0 0.0 0.0
H 3.415949 4.015753 -2.079709 0.0 0.0 0.0
H 4.950205 1.226568 -0.818048 0.0 0.0 0.0
H 3.937251 -1.048548 -0.683184 0.0 0.0 0.0
```
Positions in Å, forces in eV/Å.

As for the charge: +2. The gap between HOMO and LUMO comes out at 6.42 eV. The calculation puts the molecular weight at 719.5 g/mol.